This record from the OMol25 dataset describes a molecular structure, C19H25I2N4O6Tl. The level of theory is wB97M-V/def2-TZVPD.

```
57
Properties=species:S:1:pos:R:3
Tl -0.345 0.857 0.067
C 2.171 -3.387 1.987
N 1.355 -3.516 0.789
C 1.427 -4.820 0.145
C 0.615 -2.482 0.363
O 0.600 -1.387 0.929
C -0.229 -2.676 -0.890
O -1.078 -1.571 -1.057
C -2.467 -1.842 -1.066
C -3.183 -0.939 -0.067
O -2.539 -0.260 0.739
N -4.515 -0.944 -0.115
C -5.286 -0.080 0.767
C -5.270 -1.724 -1.086
H 1.863 -4.131 2.723
H 3.221 -3.553 1.741
H 2.045 -2.393 2.400
H 1.034 -5.590 0.811
H 0.872 -4.849 -0.785
H 2.468 -5.057 -0.077
H 0.437 -2.768 -1.755
H -0.804 -3.600 -0.816
H -2.858 -1.665 -2.066
H -2.660 -2.884 -0.792
H -4.608 0.502 1.381
H -5.907 0.591 0.173
H -5.930 -0.683 1.409
H -5.324 -1.213 -2.050
H -4.845 -2.715 -1.228
H -6.281 -1.855 -0.706
I 4.009 4.325 -1.729
C 3.840 3.801 0.229
C 4.483 4.495 1.205
C 4.356 4.124 2.568
I 5.470 5.202 3.882
C 3.504 3.053 3.003
C 3.297 2.706 4.345
C 2.476 1.639 4.641
C 1.867 0.957 3.593
N 2.058 1.266 2.308
C 2.848 2.277 2.027
C 3.017 2.584 0.565
O 2.530 1.892 -0.287
H 5.111 5.338 0.952
H 3.761 3.278 5.137
H 2.299 1.339 5.664
H 1.191 0.131 3.784
N -0.152 2.341 -4.910
C -1.513 1.756 -4.848
C -1.647 1.247 -3.404
O -2.631 0.672 -3.006
O -0.570 1.549 -2.728
H -0.145 3.322 -5.158
H 0.474 1.839 -5.527
H 0.011 2.058 -3.585
H -1.646 0.937 -5.550
H -2.276 2.506 -5.038
```

Results
Orbital gap   0.1665 Eh
Total charge   +2

This record from the OMol25 dataset describes a molecular structure, C19H25MoN5O5S. The level of theory is wB97M-V/def2-TZVPD.

```
56
Properties=species:S:1:pos:R:3
Mo 0.674 -0.569 0.805
C -1.843 -2.576 0.761
O -0.859 -1.944 1.620
C -0.754 -2.554 2.926
C 0.716 -2.559 3.275
O 1.257 -1.287 2.858
C 1.530 -0.307 3.891
C 0.393 0.693 3.864
O 0.285 1.039 2.483
C -0.543 2.180 2.165
H -2.767 -2.697 1.322
H -2.001 -1.911 -0.082
H -1.458 -3.537 0.422
H -1.350 -1.960 3.622
H -1.157 -3.566 2.887
H 0.891 -2.704 4.340
H 1.262 -3.323 2.722
H 1.639 -0.810 4.849
H 2.475 0.163 3.618
H -0.546 0.264 4.227
H 0.634 1.581 4.452
H -0.319 2.961 2.893
H -0.196 2.525 1.197
H -2.164 0.765 1.994
N 3.025 -3.074 -2.048
C 2.182 -2.238 -1.450
S 1.464 -2.725 0.071
N 1.867 -1.100 -2.009
N 0.895 -0.467 -1.313
C 0.114 0.391 -1.931
C 0.188 0.750 -3.344
C 1.393 1.177 -3.907
C 1.424 1.563 -5.234
C 0.272 1.497 -6.009
C -0.923 1.052 -5.457
C -0.972 0.689 -4.122
C -0.882 0.890 -0.989
C -1.751 1.950 -1.205
C -2.634 2.609 -0.300
C -2.780 2.574 1.055
C -2.046 1.840 2.137
N -0.775 0.263 0.182
H 3.364 -3.905 -1.596
H 3.357 -2.852 -2.973
H 2.292 1.213 -3.308
H 2.350 1.911 -5.670
H 0.308 1.787 -7.050
H -1.812 0.984 -6.068
H -1.899 0.324 -3.698
H -1.729 2.360 -2.209
H -3.285 3.318 -0.797
H -3.559 3.237 1.417
H -2.508 2.094 3.090
O 2.815 -0.271 0.761
N 2.817 0.956 0.494
O 1.631 1.334 0.369
```

Results
Orbital gap (alpha / beta)   0.2233 / 0.2106 Eh
Total charge   +2

This record from the OMol25 dataset describes a single C19H25N3O2 molecule in a non-equilibrium geometry. The level of theory is wB97M-V/def2-TZVPD.

```
49
Properties=species:S:1:pos:R:3
C 5.155 1.612 0.171
C 3.861 1.142 0.821
C 3.172 0.069 -0.018
H 3.825 -0.801 -0.118
H 2.984 0.475 -1.011
C 1.850 -0.364 0.621
N 1.243 -1.499 -0.046
C 0.620 -1.501 -1.239
O 0.200 -2.529 -1.746
C 0.444 -0.202 -2.043
N 0.145 1.016 -1.352
C -0.958 1.388 -0.656
C -0.742 2.702 -0.256
C 0.516 3.037 -0.760
N 1.033 2.014 -1.418
H 1.056 3.958 -0.675
C -1.755 3.426 0.556
H -1.493 3.376 1.629
O -3.061 2.892 0.378
C -3.208 1.552 0.172
C -4.461 1.015 0.443
C -4.710 -0.327 0.231
C -3.717 -1.170 -0.255
C -2.473 -0.633 -0.544
C -2.200 0.718 -0.350
H -1.708 -1.284 -0.929
C -3.985 -2.630 -0.463
H -4.857 -2.771 -1.099
H -4.187 -3.118 0.490
H -3.131 -3.116 -0.929
H -5.689 -0.727 0.452
H -5.228 1.672 0.821
H -1.823 4.481 0.273
H 1.373 -0.023 -2.594
H -0.344 -0.419 -2.773
C 1.373 -2.782 0.632
C 0.289 -2.962 1.690
H 0.342 -2.178 2.443
H -0.692 -2.927 1.225
H 0.408 -3.924 2.182
H 1.279 -3.564 -0.123
H 2.367 -2.838 1.082
H 2.037 -0.665 1.655
H 1.162 0.481 0.658
H 4.073 0.750 1.819
H 3.183 1.991 0.932
H 4.951 2.036 -0.809
H 5.636 2.372 0.782
H 5.847 0.781 0.050
```

Results
Orbital gap   0.3206 Eh
Structure (SMILES)   CCCCN(CC)C(=O)Cn1ncc2c1-c1cc(C)ccc1OC2

This record from the OMol25 dataset describes a single C19H25N3O3 molecule. The level of theory is wB97M-V/def2-TZVPD.

```
50
Properties=species:S:1:pos:R:3
C -5.340 -2.310 -1.581
H -6.145 -2.976 -1.280
H -5.707 -1.670 -2.381
H -4.524 -2.913 -1.971
C -4.873 -1.465 -0.397
C -6.037 -0.643 0.152
H -6.347 0.106 -0.574
H -6.886 -1.290 0.360
H -5.762 -0.144 1.077
H -4.520 -2.144 0.388
C -3.707 -0.574 -0.846
C -3.087 0.282 0.271
C -2.692 -0.638 1.405
O -1.734 -1.367 1.409
O -3.533 -0.558 2.443
H -3.274 -1.175 3.146
H -3.823 0.995 0.647
C -1.831 1.031 -0.214
C -2.123 1.951 -1.396
H -2.318 1.385 -2.303
H -2.982 2.583 -1.184
H -1.266 2.595 -1.577
C -1.238 1.858 0.941
C 0.179 2.295 0.611
O 0.478 3.428 0.306
N 1.069 1.266 0.680
C 2.420 1.337 0.393
N 3.159 0.244 0.463
N 4.406 0.616 0.138
C 4.459 1.944 -0.139
C 3.196 2.452 0.013
H 2.854 3.455 -0.120
H 5.363 2.440 -0.424
C 5.435 -0.326 0.114
C 5.131 -1.656 0.395
C 6.126 -2.613 0.379
C 7.433 -2.258 0.083
C 7.736 -0.936 -0.195
C 6.748 0.031 -0.181
H 7.008 1.055 -0.398
H 8.752 -0.652 -0.425
H 8.210 -3.007 0.070
H 5.881 -3.641 0.597
H 4.109 -1.912 0.623
H 0.745 0.343 0.936
H -1.219 1.271 1.861
H -1.845 2.749 1.105
H -1.100 0.275 -0.520
H -2.921 -1.209 -1.261
H -4.065 0.088 -1.635
```

Results
Orbital gap   0.3206 Eh
Structure (SMILES)   CC(C)C[C@@H](C(=O)O)[C@@H](C)CC(=O)Nc1ccn(-c2ccccc2)n1

This record from the OMol25 dataset describes a single C19H25N3O4S molecule in a non-equilibrium geometry. The level of theory is wB97M-V/def2-TZVPD.

```
52
Properties=species:S:1:pos:R:3
C -3.798 -3.382 -0.803
C -5.308 -3.182 -0.773
C -5.743 -1.715 -0.750
C -5.296 -0.946 0.499
N -3.984 -0.367 0.354
C -3.776 0.956 0.342
O -4.648 1.796 0.511
C -2.350 1.367 0.118
C -2.114 2.707 0.131
N -0.913 3.287 -0.049
C 0.191 2.498 -0.278
C 1.465 3.055 -0.475
C 2.551 2.243 -0.705
C 2.392 0.864 -0.755
C 1.159 0.296 -0.568
C 0.040 1.098 -0.321
C -1.261 0.441 -0.108
O -1.366 -0.785 -0.124
H 1.029 -0.774 -0.623
S 3.850 -0.137 -1.027
O 4.717 0.554 -1.936
O 3.446 -1.475 -1.353
N 4.529 -0.021 0.514
C 4.020 -1.031 1.423
H 2.988 -1.265 1.167
C 4.969 -2.219 1.249
H 4.968 -2.882 2.112
H 4.664 -2.778 0.365
C 6.329 -1.548 1.016
H 6.909 -2.075 0.261
H 6.911 -1.519 1.937
C 5.981 -0.115 0.560
H 6.368 0.130 -0.428
H 6.346 0.628 1.276
H 4.063 -0.630 2.440
H 3.536 2.652 -0.866
H 1.606 4.123 -0.449
C -0.799 4.727 -0.006
H -0.125 5.036 0.795
H -1.781 5.156 0.182
H -0.427 5.111 -0.957
H -2.960 3.360 0.303
H -3.188 -0.971 0.171
H -5.976 -0.111 0.688
H -5.306 -1.611 1.370
H -5.355 -1.202 -1.632
H -6.833 -1.682 -0.801
H -5.724 -3.691 0.100
H -5.744 -3.648 -1.660
H -3.340 -3.093 0.140
H -3.346 -2.797 -1.601
H -3.564 -4.430 -0.977
```

Results
Orbital gap   0.3218 Eh
Structure (SMILES)   CCCCNC(=O)c1cn(C)c2ccc(S(=O)(=O)N3CCCC3)cc2c1=O